# 1
Entry from the Open Molecules 2025 dataset: C4H11KN5 as an isolated structure at a distorted geometry (the ωB97M-V functional and the def2-TZVPD basis).

The geometry in XYZ format:
```
21
Properties=species:S:1:pos:R:3:lowdin_charge:R:1
K -0.095 -0.043 0.357 0.91
C 0.985 3.255 -4.544 -0.04
N 0.566 3.160 -3.149 -0.15
C 0.190 4.369 -2.429 -0.04
C 0.509 1.977 -2.474 -0.43
N 0.151 1.842 -1.241 0.00
N 0.884 0.880 -3.255 0.15
C 0.961 -0.475 -2.951 -0.50
N 1.376 -1.205 -4.027 0.16
N 0.676 -0.973 -1.800 -0.02
H 0.948 4.294 -4.847 0.09
H 0.318 2.705 -5.214 0.10
H 2.014 2.918 -4.689 0.10
H 0.287 5.219 -3.095 0.09
H 0.840 4.542 -1.568 0.10
H -0.848 4.327 -2.090 0.10
H -0.083 2.747 -0.851 0.03
H 1.140 1.103 -4.197 0.10
H 1.593 -0.799 -4.917 0.11
H 1.471 -2.199 -3.941 0.11
H 0.812 -1.980 -1.837 0.06
```

Lowest unoccupied orbital energy = -2.83 eV
HOMO level = -12.27 eV
Strongest force on any atom = 1.11 eV/A
Net charge = +1
Gap between HOMO and LUMO = 9.44 eV



# 2
Entry from the Open Molecules 2025 dataset: a 2-piece molecular cluster, C4H11N2 overall at a distorted geometry (the ωB97M-V functional and the def2-TZVPD basis).

The geometry in XYZ format:
```
17
Properties=species:S:1:pos:R:3:lowdin_charge:R:1
C 0.179 -2.541 1.538 -0.09
C 0.545 -1.110 0.838 -0.09
C -0.217 0.009 1.185 -0.20
C -0.135 1.306 0.785 -0.20
N -0.921 2.356 1.400 -0.02
N 0.436 0.433 -4.049 0.03
H -0.149 -2.262 2.568 0.06
H 1.063 -3.149 1.808 0.05
H 1.169 -0.938 -0.072 0.09
H -0.033 0.341 -4.924 0.00
H -1.011 -0.142 1.783 0.06
H 0.773 1.515 0.165 0.10
H -1.398 3.094 0.827 0.08
H -0.450 2.775 2.214 0.07
H 1.009 1.167 -3.864 -0.05
H -0.668 -3.103 1.042 0.08
H -0.194 0.248 -3.243 0.03
```

ΔE to the lowest compared entry with this formula, charge and spin = 26.4 kcal/mol
Lowest unoccupied orbital energy (spin up / spin down) = 0.98 / 0.05 eV
HOMO level (spin up / spin down) = -7.41 / -9.42 eV
2S+1 = 2
Strongest force on any atom = 4.34 eV/A
Gap between HOMO and LUMO (spin up / spin down) = 8.39 / 9.46 eV